165
Properties=species:S:1:pos:R:3:lowdin_charge:R:1 method="wB97M-V/def2-TZVPD" homo_ev=-5.44 lumo_energy_ev=-4.8 charge=0 homo_lumo_gap_ev=0.68 molar_mass_g_mol=1602.52 e_tot_ev=-398044.4278
C -4.37 -5.87 0.36 -0.1595
C -5.31 -4.73 -0.20 -0.5118
P -4.37 -3.28 -1.01 0.9839
C -5.19 -1.69 -0.44 -0.2657
C -2.61 -3.41 -0.41 -0.2298
C -1.58 -3.80 -1.38 -0.1673
F -1.92 -4.05 -2.68 0.0287
C -0.15 -3.93 -1.00 -0.0855
C 0.83 -4.31 -2.15 -0.1470
C 1.08 -2.99 -3.00 -0.2515
C 2.47 -2.92 -3.73 -0.4497
S 3.86 -2.26 -2.72 0.9067
C 3.60 -0.51 -2.40 -0.9771
S 2.13 0.21 -2.12 0.7076
N 4.81 0.31 -2.34 -0.1027
C 4.47 1.74 -2.39 -0.3048
C 4.35 2.59 -1.20 -0.0368
C 4.03 4.01 -1.30 -0.0599
C 3.84 4.59 -2.64 -0.0806
C 3.95 3.73 -3.83 -0.0783
C 4.24 2.31 -3.74 -0.0265
C 5.62 0.02 -1.18 -0.2348
C 5.29 -0.91 -0.11 -0.0480
C 6.16 -1.21 1.03 -0.0539
C 7.45 -0.53 1.11 -0.0630
C 7.78 0.45 0.07 -0.0566
C 6.92 0.74 -1.05 -0.0041
C 0.31 -3.67 0.36 -0.0773
P 2.07 -3.80 0.93 0.5896
O 3.08 -3.83 -0.16 -0.3074
O 2.31 -5.07 1.96 -0.1315
O 2.38 -2.41 1.83 -0.1593
C -0.74 -3.27 1.35 -0.0260
C -2.15 -3.14 0.96 -0.0622
C -3.19 -2.69 2.04 -0.3156
O -4.31 -3.11 2.10 0.0895
C -2.61 -1.65 3.07 -0.1315
P -3.76 -0.30 3.67 0.5606
O -5.19 -0.63 3.45 -0.2825
O -3.44 1.05 2.73 -0.1599
O -3.44 0.17 5.23 -0.1449
C -1.31 -1.77 3.45 0.0622
C -0.43 -2.93 2.85 -0.3070
O 0.38 -3.51 3.53 0.1270
H -3.57 -5.51 1.05 0.0743
H -5.02 -6.55 0.98 0.0766
H -3.96 -6.53 -0.47 0.0722
H -5.98 -4.34 0.62 0.0874
H -5.90 -5.18 -1.05 -0.2470
H -6.29 -1.86 -0.39 0.0341
H -4.97 -0.85 -1.16 0.0556
H -4.86 -1.33 0.57 0.0269
H 1.75 -4.86 -1.83 0.1087
H 0.26 -5.02 -2.82 0.1175
H 0.85 -2.12 -2.35 0.0422
H 0.30 -2.99 -3.81 0.1163
H 2.36 -2.23 -4.62 0.0836
H 2.72 -3.93 -4.16 0.0966
H 4.49 2.18 -0.18 0.1155
H 3.95 4.64 -0.38 0.0998
H 3.61 5.68 -2.78 0.0941
H 3.80 4.14 -4.87 0.0959
H 4.34 1.63 -4.61 0.1143
H 4.32 -1.47 -0.15 0.0531
H 5.87 -1.97 1.80 0.1004
H 8.14 -0.76 1.95 0.0877
H 8.75 0.98 0.17 0.0970
H 7.19 1.49 -1.82 0.1168
H 3.03 -4.75 2.55 0.0971
H 2.00 -1.70 1.27 0.0828
H -2.50 1.08 2.47 0.0751
H -2.78 0.91 5.12 0.0524
H -0.88 -1.02 4.15 0.1367
Ca -6.80 -6.10 -1.82 1.0439
C -9.39 1.44 0.79 -0.0641
C -8.61 0.44 0.22 -0.0614
C -8.87 0.01 -1.07 -0.0096
C -9.90 0.59 -1.79 -0.1452
C -10.69 1.59 -1.22 0.0022
C -10.43 2.01 0.07 -0.0583
N -10.17 0.16 -3.17 -0.3468
O -9.47 -0.73 -3.62 0.0715
O -11.06 0.71 -3.77 0.0689
H -9.18 1.77 1.80 0.1143
H -7.80 0.00 0.79 0.1035
H -8.25 -0.77 -1.50 0.1013
H -11.51 2.04 -1.78 0.1197
H -11.04 2.78 0.52 0.1096
C -6.46 7.28 0.70 -0.0717
C -6.23 5.78 0.87 -0.4268
C -7.40 4.92 0.36 -0.2042
O -8.52 4.89 1.23 -0.2067
C -9.39 6.00 1.11 -0.1024
N -5.92 5.51 2.27 0.0413
H -7.15 7.69 1.44 0.0640
H -5.52 7.83 0.81 0.0766
H -6.86 7.51 -0.29 0.0797
H -5.35 5.52 0.27 0.1356
H -7.05 3.89 0.30 0.1172
H -7.71 5.21 -0.65 0.1210
H -9.45 6.37 0.08 0.0930
H -9.08 6.81 1.78 0.0748
H -10.39 5.69 1.43 0.0850
H -5.67 4.52 2.37 0.0724
H -6.79 5.58 2.80 0.0701
C -6.34 -9.70 -6.09 -0.0048
C -5.44 -8.78 -5.31 -0.5521
O -5.88 -8.03 -4.44 -0.0987
N -4.11 -8.81 -5.58 0.0104
C -3.41 -9.63 -6.55 -0.0639
H -7.37 -9.56 -5.76 0.0851
H -6.28 -9.46 -7.16 0.0908
H -6.06 -10.74 -5.92 0.0903
H -3.58 -8.17 -5.01 0.1409
H -2.67 -10.23 -6.02 0.0879
H -2.89 -8.97 -7.25 0.0885
H -4.08 -10.28 -7.10 0.0769
C 12.08 2.48 2.43 -0.0591
C 10.73 2.71 3.04 -0.3166
O 10.01 1.56 2.64 0.1132
C 10.93 0.57 2.51 -0.5442
O 10.66 -0.59 2.44 0.1547
O 12.20 1.06 2.47 0.0664
F 10.14 3.81 2.51 0.0808
H 12.15 2.83 1.40 0.1288
H 12.88 2.95 3.01 0.1446
H 10.73 2.78 4.13 0.1592
C 7.82 0.48 5.47 -0.0849
C 7.79 1.84 6.23 -0.4771
O 8.88 2.51 5.89 -0.1197
H 8.69 -0.11 5.74 0.0712
H 6.93 -0.10 5.73 0.0657
H 7.81 0.63 4.39 0.0554
H 7.66 1.57 7.30 0.0954
H 6.81 2.28 5.99 0.0973
C -2.37 4.23 4.65 -0.3284
O -2.15 3.03 4.64 -0.0192
N -3.29 4.85 5.41 -0.1906
C -3.50 6.28 5.35 -0.0533
C -4.11 4.05 6.30 -0.0330
H -1.80 4.92 4.00 0.1380
H -3.32 6.71 6.34 0.0908
H -4.53 6.49 5.05 0.0833
H -2.82 6.75 4.64 0.0867
H -3.47 3.53 7.01 0.0957
H -4.67 3.31 5.72 0.0926
H -4.81 4.69 6.85 0.0889
C 16.63 1.41 -1.51 -0.1259
C 15.50 0.87 -0.65 -0.2646
C 14.13 1.45 -1.01 -0.2204
C 14.14 2.93 -0.83 -0.4351
N 14.13 4.07 -0.66 0.0851
H 16.75 2.49 -1.39 0.0664
H 17.58 0.95 -1.24 0.0669
H 16.45 1.21 -2.57 0.0687
H 15.72 1.08 0.40 0.1074
H 15.46 -0.22 -0.75 0.1061
H 13.36 1.02 -0.37 0.1032
H 13.88 1.22 -2.05 0.0826
C -12.88 0.75 -7.24 -1.6323
Br -14.60 1.61 -7.51 0.5575
Br -12.95 -1.13 -7.65 0.5535
Br -11.47 1.65 -8.21 0.5564
H -12.65 0.84 -6.18 -0.0488
Cl 14.29 3.61 -3.23 -0.0489


147
Properties=species:S:1:pos:R:3:lowdin_spin:R:1 method="wB97M-V/def2-TZVPD" spin_multiplicity=2 homo_ev="-0.25 / -0.83" lumo_energy_ev="3.9 / 3.9" charge=-2 homo_lumo_gap_ev="4.16 / 4.75" molar_mass_g_mol=1119.93 e_tot_ev=-95127.6583
Hg -1.75 -0.04 0.63 -0.0005
C -4.89 3.87 1.57 0.0269
C -3.81 2.84 1.83 0.1855
N -3.34 2.05 0.85 0.2554
N -4.23 1.91 -0.21 0.0220
C -3.92 1.98 -1.51 0.0092
N -4.80 1.26 -2.30 0.0026
S -2.73 2.94 -2.16 0.0228
C -3.28 2.73 3.14 0.0961
C -3.67 3.59 4.21 0.0715
C -3.14 3.40 5.46 0.0223
C -2.23 2.36 5.68 0.1257
C -1.89 1.57 4.58 0.0000
N -2.38 1.73 3.37 0.1163
H -5.08 3.96 0.50 -0.0003
H -4.58 4.85 1.94 0.0088
H -5.84 3.62 2.07 0.0071
H -5.11 1.46 0.01 0.0075
H -4.88 0.30 -1.97 0.0011
H -4.47 1.26 -3.26 0.0003
H -4.37 4.39 4.04 0.0068
H -3.44 4.05 6.28 -0.0015
H -1.80 2.17 6.66 0.0109
H -1.18 0.75 4.70 -0.0026
C 0.12 4.23 2.80 -0.0001
C 0.41 3.08 1.83 0.0010
C 0.19 3.52 0.39 0.0000
C 1.81 2.54 2.06 0.0001
C 2.88 3.38 1.79 0.0000
C 4.18 2.98 1.99 0.0000
C 4.41 1.73 2.53 0.0000
C 3.37 0.86 2.87 0.0000
C 3.75 -0.44 3.55 0.0000
C 5.08 -0.39 4.31 0.0000
C 3.76 -1.60 2.55 0.0000
C 2.02 1.23 2.55 0.0000
N 0.85 0.46 2.63 0.0001
C 0.67 -0.63 3.28 0.0000
C -0.56 -1.35 3.41 0.0002
C -0.70 -2.42 4.31 0.0001
C -2.05 -2.73 4.35 0.0000
C -2.68 -1.84 3.45 0.0000
N -1.78 -1.02 2.88 0.0010
C -4.19 -1.71 3.30 0.0000
C -4.84 -3.08 3.09 0.0000
C -4.59 -0.78 2.16 0.0019
C -4.72 -1.09 4.61 -0.0002
H -0.88 4.63 2.62 0.0003
H 0.84 5.05 2.67 0.0000
H 0.17 3.90 3.84 0.0003
H -0.30 2.29 2.05 0.0006
H 0.77 4.42 0.14 0.0000
H -0.86 3.73 0.22 -0.0002
H 0.48 2.72 -0.29 0.0000
H 2.68 4.38 1.40 0.0000
H 5.01 3.63 1.74 0.0000
H 5.43 1.42 2.72 0.0000
H 3.00 -0.65 4.32 0.0000
H 5.94 -0.40 3.63 0.0000
H 5.17 -1.28 4.94 0.0000
H 5.15 0.49 4.94 0.0000
H 4.52 -1.42 1.79 0.0000
H 2.79 -1.68 2.05 0.0000
H 3.97 -2.55 3.04 0.0000
H 1.43 -1.11 3.88 0.0000
H 0.10 -2.87 4.88 0.0000
H -2.53 -3.49 4.95 0.0000
H -4.65 -3.45 2.09 0.0000
H -5.93 -3.00 3.22 0.0000
H -4.47 -3.82 3.81 0.0000
H -4.29 -1.20 1.19 0.0002
H -4.12 0.19 2.27 0.0015
H -5.68 -0.65 2.15 0.0008
H -4.51 -1.75 5.46 0.0000
H -5.81 -0.94 4.55 0.0000
H -4.25 -0.13 4.79 -0.0002
O 1.34 0.17 -0.52 0.0002
P 2.04 -0.38 -1.73 0.0000
C 0.95 -0.18 -3.19 0.0000
C 0.73 1.34 -3.37 0.0002
C -0.24 1.64 -4.51 0.0001
C 0.12 0.92 -5.82 0.0000
C 1.41 0.12 -5.69 0.0000
C 1.33 -0.86 -4.52 0.0000
C 2.61 -2.10 -1.34 0.0000
C 3.51 -2.89 -2.30 0.0000
C 2.79 -3.83 -3.27 0.0000
C 1.76 -4.68 -2.55 0.0000
C 0.76 -3.78 -1.83 0.0000
C 1.47 -2.96 -0.77 0.0000
C 3.66 0.49 -1.97 0.0000
C 4.31 0.47 -3.38 0.0000
C 4.58 1.88 -3.91 0.0000
C 5.45 2.69 -2.94 0.0000
C 4.96 2.57 -1.48 0.0000
C 3.58 1.90 -1.39 0.0000
H 0.00 -0.58 -2.80 0.0000
H 1.69 1.83 -3.57 0.0000
H 0.33 1.76 -2.44 0.0002
H -0.28 2.72 -4.66 0.0000
H -1.24 1.35 -4.18 0.0001
H 0.22 1.64 -6.64 0.0000
H -0.68 0.24 -6.10 0.0000
H 2.26 0.80 -5.55 0.0000
H 1.61 -0.44 -6.61 0.0000
H 2.28 -1.39 -4.44 0.0000
H 0.57 -1.62 -4.76 0.0000
H 3.24 -1.80 -0.49 0.0000
H 4.17 -3.51 -1.68 0.0000
H 4.17 -2.20 -2.86 0.0000
H 3.54 -4.46 -3.77 0.0000
H 2.28 -3.27 -4.05 0.0000
H 2.26 -5.32 -1.82 0.0000
H 1.24 -5.33 -3.26 0.0000
H -0.02 -4.38 -1.37 0.0000
H 0.26 -3.12 -2.55 0.0000
H 1.89 -3.65 -0.02 0.0000
H 0.78 -2.30 -0.23 0.0000
H 4.31 -0.08 -1.29 0.0000
H 3.69 -0.06 -4.10 0.0000
H 5.26 -0.07 -3.34 0.0000
H 3.64 2.40 -4.08 0.0000
H 5.08 1.82 -4.88 0.0000
H 5.44 3.74 -3.25 0.0000
H 6.48 2.35 -3.02 0.0000
H 4.92 3.55 -1.00 0.0000
H 5.66 1.96 -0.90 0.0000
H 2.83 2.51 -1.90 0.0000
H 3.26 1.84 -0.35 0.0000
C -1.93 -3.37 0.32 0.0000
C -2.40 -3.26 -1.09 0.0000
C -2.71 -4.43 -1.77 0.0000
C -3.13 -4.47 -3.09 0.0000
C -3.22 -3.24 -3.75 0.0000
C -2.92 -2.05 -3.13 -0.0002
C -2.96 -0.78 -3.95 0.0000
C -2.55 -1.96 -1.72 -0.0003
N -2.43 -0.72 -1.23 -0.0024
H -2.68 -3.04 1.03 0.0000
H -1.05 -2.76 0.51 0.0001
H -1.69 -4.41 0.57 0.0000
H -2.59 -5.37 -1.23 0.0000
H -3.37 -5.40 -3.59 0.0000
H -3.51 -3.21 -4.80 0.0000
H -2.29 -0.86 -4.82 0.0000
H -2.65 0.06 -3.33 0.0000
H -3.96 -0.58 -4.35 0.0000


163
Properties=species:S:1:pos:R:3:lowdin_charge:R:1 method="wB97M-V/def2-TZVPD" homo_ev=-9.20 lumo_energy_ev=0.4 e_above_lowest_kcal_mol=28.4 charge=0 homo_lumo_gap_ev=9.60 molar_mass_g_mol=958.38 e_tot_ev=-83515.1955
C -1.33 6.15 1.17 -0.1620
C -1.64 6.79 -0.16 -0.1561
C -0.80 5.97 -1.17 -0.1862
O -0.45 4.75 -0.51 -0.1776
C -1.02 4.71 0.80 -0.2097
H -2.05 6.25 1.98 0.1159
H -0.39 6.57 1.54 0.1155
H -1.37 7.85 -0.25 0.1106
H -2.67 6.65 -0.47 0.1114
H 0.13 6.51 -1.39 0.1071
H -1.36 5.76 -2.08 0.1044
H -0.47 4.10 1.52 0.1192
H -1.94 4.13 0.66 0.1032
C 0.79 -0.79 -4.37 -0.1866
C -0.44 -1.08 -5.17 -0.1703
C -0.09 -2.46 -5.68 -0.2133
O 0.61 -3.11 -4.63 -0.1487
C 1.23 -2.14 -3.77 -0.1606
H 0.54 -0.12 -3.55 0.0780
H 1.58 -0.22 -4.87 0.1177
H -0.44 -0.43 -6.05 0.1119
H -1.34 -1.06 -4.56 0.1060
H 0.51 -2.36 -6.59 0.1206
H -0.94 -3.08 -5.95 0.1218
H 2.31 -2.30 -3.85 0.1244
H 0.82 -2.17 -2.76 0.0975
C -2.74 -3.89 2.64 -0.1878
C -2.26 -4.07 4.03 -0.1703
C -0.79 -4.37 3.83 -0.1842
O -0.37 -3.57 2.71 -0.1654
C -1.57 -3.13 2.06 -0.2008
H -3.59 -3.23 2.47 0.0925
H -2.99 -4.83 2.13 0.1191
H -2.81 -4.85 4.57 0.1197
H -2.46 -3.18 4.64 0.1134
H -0.66 -5.41 3.51 0.1176
H -0.15 -4.16 4.68 0.1117
H -1.57 -3.28 0.97 0.1008
H -1.64 -2.05 2.21 0.1055
C -0.37 1.18 -0.32 -0.1486
C -0.35 0.20 0.83 -0.1466
C 0.70 -0.77 0.33 -0.1817
O 1.68 0.09 -0.26 -0.1497
C 1.12 1.28 -0.81 -0.1481
H -0.70 2.19 -0.07 0.0806
H -0.98 0.91 -1.19 0.0822
H -1.34 -0.20 1.03 0.0939
H 0.02 0.73 1.71 0.1025
H 0.31 -1.47 -0.42 0.1015
H 1.16 -1.35 1.12 0.1060
H 1.20 1.23 -1.90 0.0944
H 1.60 2.19 -0.47 0.1091
C -0.08 2.66 -4.93 -0.1574
C -0.41 4.01 -4.40 -0.1938
C -0.38 4.87 -5.65 -0.1803
O 0.85 4.41 -6.20 -0.1538
C 0.97 3.00 -6.04 -0.1659
H -0.96 2.14 -5.31 0.0913
H 0.30 1.98 -4.16 0.0859
H 0.27 4.44 -3.65 0.1029
H -1.39 4.14 -3.93 0.0966
H -0.27 5.93 -5.44 0.1255
H -1.22 4.68 -6.32 0.1248
H 2.01 2.77 -5.78 0.1072
H 0.75 2.41 -6.94 0.1120
C 2.14 -4.89 -1.42 -0.1540
C 1.01 -4.58 -0.51 -0.2066
C 0.33 -5.88 -0.18 -0.1960
O 1.30 -6.88 -0.48 -0.1264
C 2.52 -6.27 -0.90 -0.1920
H 2.92 -4.14 -1.51 0.1196
H 1.67 -4.91 -2.41 0.1130
H 0.25 -3.88 -0.87 0.0874
H 1.37 -4.15 0.43 0.0976
H -0.55 -6.06 -0.80 0.1074
H 0.04 -5.97 0.87 0.1086
H 3.09 -6.86 -1.61 0.1194
H 3.15 -6.21 0.00 0.1132
C -4.69 -0.18 3.86 -0.1534
C -3.93 1.07 3.52 -0.1653
C -4.29 1.34 2.07 -0.2087
O -5.70 1.12 2.10 -0.1493
C -5.91 -0.05 2.92 -0.1752
H -4.93 -0.22 4.92 0.1131
H -4.16 -1.10 3.63 0.0915
H -2.87 1.00 3.78 0.0904
H -4.33 1.87 4.14 0.1228
H -3.82 0.67 1.34 0.0954
H -4.06 2.37 1.77 0.1133
H -5.95 -0.93 2.28 0.0930
H -6.90 -0.03 3.38 0.1171
C 1.26 0.50 4.55 -0.1640
C 1.34 -0.99 4.80 -0.1677
C 0.39 -1.18 6.02 -0.1601
O -0.55 -0.11 5.90 -0.1328
C -0.22 0.75 4.82 -0.2165
H 1.52 0.71 3.51 0.0905
H 1.93 1.02 5.24 0.1205
H 2.31 -1.45 5.01 0.0974
H 0.91 -1.55 3.97 0.0905
H 0.98 -1.02 6.92 0.1189
H -0.10 -2.15 5.95 0.1028
H -0.38 1.81 5.04 0.1238
H -0.81 0.49 3.94 0.0877
C 4.30 0.93 1.97 -0.1847
C 4.81 0.66 3.38 -0.1468
C 6.08 -0.15 2.99 -0.2031
O 5.67 -0.96 1.90 -0.1501
C 4.54 -0.37 1.22 -0.1745
H 4.82 1.75 1.47 0.1158
H 3.25 1.26 2.01 0.0933
H 4.10 0.05 3.94 0.0830
H 4.98 1.62 3.88 0.1114
H 6.40 -0.81 3.80 0.1099
H 6.87 0.54 2.70 0.1157
H 3.65 -0.99 1.32 0.0962
H 4.80 -0.19 0.18 0.1207
C 3.13 5.82 -2.70 -0.1693
C 3.55 4.98 -3.86 -0.1622
C 4.30 3.82 -3.13 -0.1617
O 3.69 3.67 -1.83 -0.1528
C 2.80 4.76 -1.60 -0.2080
H 2.30 6.51 -2.87 0.1039
H 3.99 6.38 -2.34 0.1142
H 4.23 5.52 -4.52 0.1144
H 2.75 4.60 -4.48 0.0837
H 5.36 3.99 -3.00 0.1164
H 4.01 2.89 -3.63 0.1091
H 2.88 5.16 -0.59 0.1193
H 1.77 4.44 -1.76 0.0831
N 4.52 -5.72 4.29 0.0483
C 4.83 -4.42 4.44 -0.1350
C 4.09 -3.37 3.88 -0.0766
C 3.00 -3.64 3.12 -0.0730
C 2.64 -4.99 2.98 -0.0591
C 3.41 -5.99 3.59 -0.1412
H 5.69 -4.27 5.08 0.1006
H 4.41 -2.35 4.03 0.0819
H 2.35 -2.86 2.75 0.0804
H 1.76 -5.31 2.45 0.0775
H 3.17 -7.04 3.51 0.1021
N -3.81 2.41 -1.23 0.0803
C -5.10 2.08 -1.37 -0.1609
C -5.70 1.64 -2.54 -0.0558
C -4.87 1.45 -3.64 -0.0673
C -3.53 1.81 -3.56 -0.0662
C -3.04 2.28 -2.33 -0.1541
H -5.69 2.27 -0.48 0.1017
H -6.76 1.41 -2.59 0.1046
H -5.26 1.01 -4.55 0.1051
H -2.81 1.60 -4.35 0.0810
H -2.04 2.69 -2.29 0.0842
N -3.95 -3.84 -0.41 0.0655
C -2.96 -3.95 -1.32 -0.1533
C -2.42 -2.87 -1.98 -0.0669
C -2.96 -1.62 -1.70 -0.0732
C -4.01 -1.48 -0.81 -0.0495
C -4.44 -2.62 -0.11 -0.1339
H -2.58 -4.95 -1.46 0.0997
H -1.66 -3.05 -2.72 0.0965
H -2.71 -0.75 -2.30 0.0860
H -4.33 -0.48 -0.59 0.0785
H -5.18 -2.58 0.67 0.0925